1.
Computed, not measured: a cluster of 13 separate species, C7H40NO12 in total at a distorted geometry, with ωB97M-V/def2-TZVPD.

```
60
Properties=species:S:1:pos:R:3:forces:R:3:nbo_charge:R:1
C 0.193 1.835 -1.237 2.45 0.18 0.09 -0.652
C 0.676 0.567 -0.421 -1.73 2.13 1.29 -0.018
C 0.541 -0.820 -1.021 0.29 -0.98 -0.42 -0.513
C 1.903 -1.498 -0.879 1.21 -1.67 0.83 -0.005
C 2.052 -2.712 -0.298 0.08 -2.83 0.53 -0.216
C 0.867 -3.718 0.182 2.87 0.57 -4.88 -0.624
C 3.279 -0.928 -1.245 -0.95 0.30 -1.27 -0.673
N -0.325 0.674 0.822 4.05 1.90 -2.73 -0.697
H 0.340 1.800 -2.326 -0.54 -0.47 0.29 0.226
H 0.948 2.598 -0.990 -0.22 0.04 0.00 0.217
H -0.741 2.254 -0.888 -0.07 -0.46 -0.48 0.247
H 1.707 0.809 0.045 -1.76 -0.82 -0.86 0.232
H -0.080 -1.486 -0.383 -0.03 0.96 -0.33 0.259
H 0.035 -0.848 -2.064 1.29 0.28 1.45 0.225
H 3.098 -3.295 -0.315 -2.13 1.90 0.24 0.220
H 0.656 -3.763 1.193 -0.15 -0.28 1.75 0.234
H 1.063 -4.697 -0.369 -0.05 1.00 1.29 0.223
H 0.083 -3.281 -0.395 -1.20 -0.17 0.17 0.173
H 4.000 -0.952 -0.430 0.31 -1.30 -0.34 0.211
H 3.488 -1.416 -2.230 0.85 0.37 1.06 0.241
H 3.336 0.129 -1.395 -0.94 0.21 -0.72 0.221
H -0.513 1.648 0.876 -0.99 0.95 0.21 0.453
H -1.135 0.175 0.647 -1.90 -1.30 0.00 0.438
H 0.221 0.478 1.629 -0.15 -1.13 0.89 0.461
H -0.476 1.579 3.486 3.02 -2.93 4.57 0.458
H -1.805 1.698 2.862 -3.01 -1.01 0.21 0.500
O -0.941 2.002 2.881 -0.25 4.42 -4.01 -0.954
H -2.428 3.369 -0.487 0.63 0.60 3.06 0.519
H -1.922 3.952 1.097 -0.26 0.07 -1.30 0.495
O -2.346 3.272 0.544 -0.29 -0.63 -1.66 -1.017
H -2.442 -1.004 -3.348 -0.68 0.81 -0.07 0.480
H -3.796 -0.582 -4.022 1.61 0.84 1.70 0.501
O -3.107 -0.275 -3.331 -0.88 -1.66 -1.84 -0.976
H 2.866 3.381 2.227 0.14 -0.82 0.10 0.484
H 2.412 3.112 0.875 -0.19 -0.16 -0.73 0.472
O 2.742 2.618 1.627 0.04 0.91 0.52 -0.952
H 3.309 -1.315 1.246 0.87 0.21 -0.98 0.495
H 3.734 -0.046 2.218 0.93 0.76 -0.74 0.504
O 3.247 -0.831 2.053 -1.14 -0.97 1.77 -0.994
H 3.947 1.820 -2.439 -1.29 0.66 1.64 0.489
H 3.738 1.711 -0.886 0.01 0.54 -0.41 0.473
O 3.313 2.066 -1.687 1.53 -0.20 -1.19 -0.942
H 1.357 -1.451 1.804 0.55 -0.28 -0.49 0.503
H 1.062 -0.969 3.169 0.64 0.08 0.98 0.488
O 0.688 -0.997 2.302 -0.83 -0.21 0.94 -0.961
H -3.296 -0.170 2.716 0.19 -1.59 -0.58 0.473
H -4.356 0.892 2.786 -1.06 0.34 -0.35 0.488
O -3.471 0.689 3.034 0.95 1.17 0.88 -0.949
H -2.125 -3.514 -0.816 0.45 -0.52 -1.18 0.479
H -3.562 -4.333 -0.872 1.63 1.03 0.39 0.511
O -2.948 -3.709 -0.397 -1.94 -0.50 0.64 -0.982
H -1.793 -2.959 1.062 -1.18 -0.91 0.55 0.494
H -1.107 -2.375 2.359 -0.26 -0.21 4.21 0.487
O -1.145 -2.408 1.466 0.19 1.17 -4.66 -0.976
H -2.150 2.475 -3.046 0.22 0.78 0.72 0.477
H -2.818 3.701 -2.827 -7.89 7.11 -5.46 0.456
O -2.271 3.232 -2.426 7.55 -7.61 4.42 -0.909
H -2.596 1.131 -1.782 0.23 0.17 1.53 0.489
H -2.756 -0.093 -1.094 -0.41 -0.88 0.51 0.475
O -2.450 0.781 -0.863 -0.46 0.06 -1.77 -0.960
```
Positions in Å, forces in eV/Å.

Properties
- lowest unoccupied orbital energy (eV) = -2.539
- 2S+1 = 1
- total charge = +1
- energy above the lowest of the compared OMol25 structures with the same formula, charge and spin (kJ/mol) = 529.66

***

2.
Computed, not measured: a structure of composition C31H34BrN6OS2SiSnTe, with ωB97M-V/def2-TZVPD.

```
78
Properties=species:S:1:pos:R:3:forces:R:3:lowdin_charge:R:1
Sn -1.778 0.139 0.311 -0.17 -0.24 -0.11 0.962
Br 5.744 -1.160 0.859 -0.03 -0.03 0.08 0.743
C 5.157 -0.875 -0.916 0.01 0.05 -0.05 -0.694
C 5.223 -1.915 -1.829 0.00 0.03 0.01 -0.117
C 4.808 -1.690 -3.130 -0.05 -0.06 0.02 -0.028
C 4.284 -0.458 -3.500 -0.20 -0.22 -0.02 -0.261
C 4.268 0.591 -2.585 -0.11 0.04 -0.16 -0.013
C 4.709 0.383 -1.289 0.04 -0.07 0.03 -0.111
N 3.902 -0.352 -4.886 0.23 0.35 0.10 0.089
N 2.849 0.175 -5.257 -0.20 -0.31 -0.08 0.091
C 1.824 0.577 -4.334 0.05 0.20 0.18 -0.226
C 1.466 1.894 -4.291 0.06 -0.08 0.05 -0.004
C 0.459 2.347 -3.417 -0.12 0.02 0.02 0.016
C -0.231 1.468 -2.626 0.15 0.09 0.04 -0.262
O -1.211 1.813 -1.761 -0.15 -0.02 -0.34 -0.307
C 0.098 0.087 -2.680 0.03 0.04 0.03 -0.134
N -0.575 -0.750 -1.852 0.05 0.04 0.11 0.008
C -0.343 -2.035 -1.922 -0.08 -0.08 -0.07 -0.152
C 0.569 -2.604 -2.827 0.01 0.06 -0.02 -0.025
C 1.296 -1.771 -3.631 0.05 0.00 0.05 0.020
C 1.099 -0.373 -3.560 0.17 -0.09 -0.09 -0.080
H 5.620 -2.876 -1.534 0.00 -0.02 0.00 0.104
H 4.882 -2.470 -3.876 0.01 -0.02 -0.01 0.120
H 3.935 1.575 -2.879 -0.05 0.02 -0.03 0.117
H 4.713 1.196 -0.577 -0.01 0.01 0.01 0.106
H 1.995 2.602 -4.915 -0.01 0.02 0.00 0.127
H 0.238 3.404 -3.371 -0.05 0.06 -0.03 0.111
H -0.917 -2.664 -1.246 0.04 -0.02 0.02 0.106
H 0.691 -3.676 -2.878 -0.02 -0.02 0.01 0.111
H 2.010 -2.182 -4.330 0.05 0.03 -0.04 0.119
N 0.159 -0.933 0.976 0.07 -0.08 -0.20 0.044
C 0.825 -1.768 1.425 -0.16 0.01 0.15 -0.212
N 1.567 -2.702 1.937 0.16 0.01 -0.01 -0.079
C 1.390 -4.105 1.512 0.00 -0.01 -0.01 -0.110
C 0.969 -4.965 2.716 -0.02 0.02 -0.01 -0.158
C 0.274 -4.106 3.770 0.01 -0.02 -0.01 -0.184
C 1.252 -3.083 4.359 0.01 0.01 -0.02 -0.154
C 2.174 -2.516 3.266 -0.02 0.02 0.05 -0.110
H 2.331 -4.447 1.079 -0.02 -0.02 -0.02 0.126
H 0.631 -4.120 0.731 0.00 0.01 0.02 0.121
H 1.844 -5.446 3.157 0.01 0.01 0.01 0.119
H 0.312 -5.761 2.368 0.03 -0.03 0.00 0.117
H -0.129 -4.732 4.565 -0.01 0.00 -0.01 0.118
H -0.579 -3.592 3.314 -0.01 0.01 0.01 0.108
H 1.871 -3.559 5.121 0.01 0.01 0.02 0.118
H 0.703 -2.281 4.853 -0.01 0.01 -0.01 0.095
H 3.127 -3.043 3.236 0.03 0.01 -0.01 0.127
H 2.390 -1.459 3.403 0.01 -0.02 -0.01 0.130
S -2.388 -0.582 5.283 0.02 -0.02 0.01 1.058
C -3.789 -1.142 4.483 -0.01 0.03 0.04 -0.374
C -3.573 -1.170 3.146 0.05 -0.12 -0.08 -0.258
N -2.318 -0.776 2.753 0.01 0.15 0.07 -0.158
C -1.597 -0.437 3.785 -0.04 0.02 0.08 -0.536
H -4.682 -1.406 5.022 -0.04 -0.02 0.01 0.075
H -4.289 -1.483 2.401 -0.03 0.01 -0.03 0.113
H -0.597 -0.042 3.701 0.06 0.03 -0.01 0.041
Te -0.493 2.332 1.497 0.17 0.02 0.39 0.849
C -2.283 3.213 2.160 0.21 0.02 0.30 -1.035
C -3.494 2.650 2.449 0.04 0.05 0.51 -0.290
C -4.467 3.604 2.865 0.06 -0.06 -0.01 -0.180
C -3.975 4.870 2.887 0.01 0.04 -0.07 -0.400
S -2.340 4.913 2.386 -0.03 -0.03 0.05 0.948
H -3.700 1.592 2.387 0.02 -0.08 0.00 0.077
H -5.481 3.352 3.137 -0.02 -0.01 0.01 0.106
H -4.480 5.778 3.170 -0.04 0.02 0.01 0.070
C -1.267 4.676 -1.297 0.01 0.09 -0.08 -0.167
Si -2.232 3.188 -1.866 -0.10 0.12 0.02 0.415
C -2.837 3.341 -3.623 0.12 -0.08 -0.01 -0.143
C -3.640 2.737 -0.745 0.08 0.00 -0.17 -0.182
H -1.368 5.510 -1.992 -0.01 0.03 -0.03 0.042
H -0.207 4.431 -1.205 0.00 0.03 -0.01 0.025
H -1.603 5.013 -0.316 0.00 -0.01 -0.04 -0.013
H -3.827 3.801 -3.616 -0.01 0.02 0.01 0.041
H -2.934 2.361 -4.095 -0.04 -0.02 -0.01 0.045
H -2.196 3.955 -4.254 0.05 0.01 -0.02 0.036
H -4.493 3.392 -0.933 -0.03 0.04 -0.02 0.058
H -3.382 2.833 0.311 -0.15 -0.01 -0.51 -0.032
H -3.964 1.712 -0.942 -0.14 0.01 -0.05 0.019
```
Positions in Å, forces in eV/Å.

Properties
- lowest unoccupied orbital energy (eV) = -2.744
- 2S+1 = 1
- total charge = +1
- energy above the lowest of the compared OMol25 structures with the same formula, charge and spin (kJ/mol) = 0.00

***

3.
Computed, not measured: an isolated molecule of C4H10N2 at a distorted geometry, with ωB97M-V/def2-TZVPD.

```
16
Properties=species:S:1:pos:R:3:forces:R:3:nbo_charge:R:1
C 0.640 -1.152 0.526 0.56 -0.36 0.40 -0.235
C 0.979 0.333 0.213 1.21 -0.67 0.65 -0.424
C -0.151 1.337 0.412 1.15 1.05 -1.61 -0.245
C -1.045 0.919 -1.755 1.36 0.02 -0.44 -0.032
N -1.239 1.232 -0.557 -0.79 -2.28 0.76 -0.400
N -0.770 -1.406 0.793 -0.29 -0.14 -0.50 -0.849
H 1.174 -1.549 1.397 0.30 0.69 0.14 0.182
H 1.122 -1.754 -0.256 -0.87 -0.14 -0.20 0.189
H 1.789 0.624 0.901 -0.39 0.10 0.28 0.208
H 1.561 0.400 -0.714 -0.83 0.13 -0.36 0.201
H 0.365 2.297 0.259 -0.37 0.24 0.77 0.195
H -0.520 1.141 1.412 -0.38 0.64 0.05 0.209
H -1.616 0.138 -2.274 -1.07 1.10 -0.14 0.166
H -0.140 1.217 -2.327 0.19 -0.40 0.36 0.111
H -0.977 -1.649 1.748 0.28 0.03 0.10 0.361
H -1.172 -2.129 0.222 -0.05 -0.02 -0.27 0.364
```
Positions in Å, forces in eV/Å.

Properties
- lowest unoccupied orbital energy (eV) = 0.968
- 2S+1 = 1
- total charge = 0
- energy above the lowest of the compared OMol25 structures with the same formula, charge and spin (kJ/mol) = 257.93

***

4.
Computed, not measured: a structure of composition C28H27InN6O7PS at a distorted geometry, with ωB97M-V/def2-TZVPD.

```
71
Properties=species:S:1:pos:R:3:forces:R:3:nbo_charge:R:1
In -0.112 -0.166 0.108 -0.35 -0.01 -0.68 1.513
O 1.114 -2.370 0.829 0.14 0.75 0.16 -0.706
C 0.782 -3.503 0.069 -0.29 -0.69 -0.45 -0.089
C 0.554 -3.158 -1.407 0.32 -0.26 0.49 -0.247
N -0.306 -1.992 -1.578 0.07 0.17 0.40 -0.477
C 0.164 -1.227 -2.717 0.43 0.57 -0.37 -0.359
C 1.529 -0.578 -2.372 -0.16 -0.57 -1.21 0.793
O 2.365 -0.453 -3.249 0.04 0.05 -0.22 -0.659
O 1.720 -0.274 -1.148 -0.44 0.24 1.82 -0.832
C -1.715 -2.310 -1.660 -0.78 0.26 0.12 -0.355
C -2.628 -1.056 -1.463 0.03 -0.92 -0.50 0.789
O -3.744 -1.090 -1.947 -0.29 -0.14 -0.15 -0.666
O -2.149 -0.106 -0.772 1.05 0.65 0.74 -0.803
H 1.830 -1.879 0.391 0.17 -0.15 0.04 0.506
H -0.123 -3.915 0.528 0.30 0.05 -0.14 0.224
H 1.592 -4.248 0.134 -0.19 0.06 -0.04 0.161
H 0.141 -4.033 -1.933 0.09 0.12 0.04 0.196
H 1.529 -2.926 -1.851 -0.17 -0.08 -0.01 0.209
H -0.535 -0.421 -2.940 -0.03 -0.06 -0.08 0.269
H 0.286 -1.848 -3.614 -0.01 0.05 0.11 0.199
H -1.980 -2.984 -0.838 0.06 -0.05 -0.15 0.237
H -1.981 -2.778 -2.619 0.04 0.06 0.14 0.199
O -1.283 1.852 -3.930 -0.10 0.02 -0.23 -0.631
C -0.955 2.260 -2.836 -0.16 0.07 -0.25 0.770
O -0.171 1.658 -2.003 0.25 0.08 -0.10 -0.777
C -1.423 3.566 -2.267 -0.02 -0.10 0.26 -0.064
C -2.169 4.496 -2.972 0.04 -0.09 0.01 -0.190
C -2.565 5.660 -2.340 0.06 0.01 -0.02 -0.212
C -2.230 5.868 -1.008 -0.11 0.13 0.05 -0.212
C -1.482 4.937 -0.306 -0.01 0.02 0.10 -0.194
C -1.055 3.778 -0.941 -0.24 -0.09 -0.20 -0.334
P 0.060 2.500 -0.250 0.19 -0.14 0.60 1.047
C 1.733 2.988 -0.778 0.01 0.04 0.10 -0.334
C 2.810 2.558 -0.014 -0.12 0.02 -0.05 -0.200
C 4.101 2.888 -0.381 0.12 0.00 0.08 -0.205
C 4.324 3.652 -1.514 0.10 0.03 0.01 -0.214
C 3.254 4.084 -2.278 0.09 0.08 -0.06 -0.228
C 1.960 3.755 -1.913 -0.08 -0.06 0.04 -0.132
C 0.121 3.283 1.500 -0.07 -0.17 -0.35 -0.338
C -0.852 2.788 2.361 0.09 -0.12 -0.15 -0.224
C -1.026 3.304 3.632 -0.11 0.02 0.18 -0.201
C -0.238 4.358 4.061 -0.02 0.09 0.06 -0.246
C 0.729 4.875 3.212 -0.03 0.20 -0.01 -0.263
C 0.915 4.336 1.947 0.08 0.02 -0.09 -0.190
H -2.426 4.285 -3.999 -0.02 -0.04 -0.09 0.232
H -3.129 6.409 -2.880 -0.07 0.01 0.00 0.206
H -2.570 6.764 -0.505 0.04 0.04 0.01 0.204
H -1.237 5.120 0.731 -0.03 0.05 -0.01 0.220
H 2.619 1.935 0.848 0.11 -0.04 0.01 0.230
H 4.934 2.538 0.213 0.06 -0.05 0.01 0.203
H 5.335 3.900 -1.806 0.08 0.02 -0.04 0.202
H 3.432 4.672 -3.168 -0.02 0.03 -0.06 0.206
H 1.130 4.087 -2.523 0.00 0.00 -0.02 0.210
H -1.494 1.992 1.999 -0.10 -0.05 0.11 0.233
H -1.783 2.895 4.284 -0.10 -0.07 0.06 0.216
H -0.383 4.784 5.046 -0.01 0.00 0.05 0.204
H 1.334 5.712 3.539 0.06 0.08 -0.02 0.201
H 1.668 4.754 1.292 0.06 0.04 -0.06 0.216
N 1.732 1.841 6.303 0.04 0.15 0.04 -0.789
C 2.006 1.794 4.976 0.49 0.60 -0.22 0.666
N 2.642 2.872 4.436 -0.03 -0.41 0.19 -0.799
N 1.699 0.714 4.344 -0.49 -0.58 1.16 -0.631
C 1.728 0.484 3.078 0.31 0.11 -0.54 0.523
N 1.729 0.149 1.971 -0.02 0.10 -0.53 -0.488
H 2.156 2.541 6.887 0.00 -0.10 -0.06 0.391
H 1.433 0.980 6.726 -0.04 0.03 -0.03 0.417
H 2.558 3.755 4.914 -0.07 -0.08 -0.12 0.395
H 2.628 2.940 3.428 -0.08 0.02 0.03 0.425
S -1.340 -0.673 2.332 0.32 1.18 0.12 -0.222
C -1.653 -2.237 1.957 -0.27 -0.71 0.02 0.070
N -1.881 -3.348 1.737 -0.22 -0.48 -0.08 -0.466
```
Positions in Å, forces in eV/Å.

Properties
- lowest unoccupied orbital energy (eV) = 1.772
- 2S+1 = 1
- total charge = -1

***

Orbital gap? In order: 0.3473 0.2581 0.3394 0.2698 Ha.